(1)
Entry from OMol25: a structure of composition C50H39FN8O5Zr (the ωB97M-V functional and the def2-TZVPD basis).

Structure (XYZ):
```
104
Properties=species:S:1:pos:R:3:forces:R:3:lowdin_charge:R:1
Zr 0.036 -0.052 0.441 0.5 -0.5 0.5 1.81
F 3.468 -0.324 6.568 0.0 0.0 -0.1 0.08
O 1.071 3.791 1.957 0.1 0.0 -0.1 0.08
O 3.524 -0.097 -1.796 -0.5 0.0 0.3 0.09
O -1.744 0.298 1.666 -0.7 -0.4 0.1 -0.13
O 1.637 0.201 1.943 0.5 0.0 0.1 -0.11
O 1.606 -0.376 -0.713 -0.1 -0.3 -0.4 -0.18
N 0.080 -1.949 1.564 -0.4 -0.1 -0.1 0.03
N -4.140 -2.909 3.139 -0.6 0.0 0.0 0.10
N -1.714 -2.718 2.987 1.0 -0.1 0.8 0.11
N 5.723 0.372 1.595 -0.4 -0.1 -0.5 0.03
N -1.006 -1.558 -0.984 -0.3 -0.3 -0.2 -0.07
N -0.948 3.431 2.985 -0.3 -0.1 0.0 0.17
N -3.154 -4.023 -3.563 -0.1 -0.1 -0.1 0.13
N -0.220 1.922 1.507 -0.7 -0.3 0.1 0.07
C 2.858 -0.111 -0.775 2.3 0.2 -0.2 -0.54
C 3.763 0.122 2.982 0.0 0.1 0.0 -0.03
C -0.859 -2.272 2.205 0.5 -0.5 -0.1 -0.37
C -2.123 2.056 6.852 0.0 0.2 0.1 -0.08
C -2.997 -2.806 3.026 -0.7 0.0 -0.3 -0.42
C 7.458 0.188 3.864 0.1 0.1 -0.1 -0.13
C -1.988 1.758 4.473 0.1 -0.1 0.0 -0.12
C 1.851 2.972 -3.714 0.1 0.1 0.0 -0.09
C -4.324 3.912 -3.965 -0.1 0.0 -0.1 -0.10
C -1.916 2.361 3.078 -0.3 0.0 0.2 -0.25
C 1.962 3.128 -2.341 0.1 0.1 -0.1 -0.08
C -2.109 0.389 4.650 0.0 0.1 -0.1 -0.01
C -4.247 1.906 -2.653 0.1 0.0 0.1 -0.05
C -1.173 -2.757 -3.049 -0.2 0.0 0.2 0.01
C -1.002 1.184 -1.095 -0.8 0.2 -0.1 -0.23
C 7.779 1.125 2.714 -0.1 -0.4 0.0 -0.15
C 5.971 0.100 4.000 0.0 0.0 0.1 -0.14
C -2.234 0.688 7.026 0.0 -0.1 0.0 -0.08
C 5.386 -0.085 5.232 -0.2 0.0 -0.2 0.06
C -4.897 2.716 -3.564 -0.1 0.0 -0.1 -0.10
C 0.078 3.126 2.135 0.5 0.6 0.1 -0.51
C -0.041 1.812 -2.002 0.4 0.4 -0.4 -0.28
C -5.922 3.547 2.064 0.0 0.0 0.0 -0.08
C -3.016 2.280 -2.114 -0.2 0.1 -0.2 -0.22
C -2.004 2.594 5.584 0.0 -0.1 -0.1 -0.03
C 0.808 2.222 -4.231 -0.1 0.0 -0.1 -0.08
C 3.188 -0.044 4.249 0.1 0.0 0.2 0.09
C -2.328 1.374 -1.181 0.3 -0.1 0.0 -0.09
C -4.996 4.496 2.454 0.0 0.1 0.0 -0.08
C 5.166 0.213 2.850 -0.7 -0.1 0.6 -0.07
C -3.324 2.788 2.682 0.0 0.1 -0.1 -0.13
C 1.039 2.551 -1.491 -0.3 -0.1 0.0 -0.06
C -1.315 1.419 2.038 0.1 1.3 0.4 -0.42
C -4.259 1.832 2.311 0.0 0.0 0.0 -0.01
C -2.230 -2.006 -0.672 -0.1 -0.2 0.0 -0.13
C -2.466 3.502 -2.503 -0.1 0.0 0.1 -0.03
C 7.432 1.634 0.309 -0.1 -0.2 0.0 -0.04
C -0.129 1.649 -3.393 0.0 -0.1 0.3 -0.04
C 3.569 0.126 0.556 -0.8 -0.2 -0.1 0.00
C 4.002 -0.151 5.346 -0.2 0.0 -0.3 -0.25
C -3.700 4.121 2.762 0.1 -0.1 0.0 -0.03
C -2.980 -2.821 -1.489 0.1 0.1 0.0 0.01
C 2.881 0.162 1.812 0.8 0.0 -0.2 -0.25
C -3.104 4.299 -3.434 0.0 0.1 0.0 -0.08
C -2.233 -0.142 5.920 0.0 0.0 0.1 -0.06
C -5.550 2.215 1.999 -0.1 0.0 0.0 -0.06
C 7.162 0.612 1.414 0.7 0.3 -0.1 -0.30
C -0.503 -1.939 -2.167 0.1 0.0 -0.1 -0.10
C 4.929 0.244 0.518 0.0 0.0 0.0 0.04
C -2.454 -3.229 -2.723 0.3 0.4 0.3 -0.31
H -1.937 3.667 5.469 0.0 0.1 0.0 0.11
H -3.976 0.792 2.261 0.0 -0.1 0.0 0.11
H 2.780 3.704 -1.932 0.0 0.1 0.1 0.10
H 7.273 1.230 -0.685 0.0 0.0 -0.1 0.08
H -2.986 4.875 3.057 0.1 0.1 0.0 0.11
H 2.113 -0.095 4.335 -0.1 0.0 0.0 0.14
H 0.489 -1.569 -2.407 -0.1 0.0 0.0 0.12
H -2.625 -1.703 0.293 -0.1 0.0 -0.1 0.10
H -4.692 0.962 -2.360 0.0 0.0 0.1 0.11
H -0.719 -3.040 -3.986 0.1 0.0 -0.1 0.11
H -6.928 3.844 1.811 -0.1 0.0 0.0 0.10
H -2.334 -1.208 6.036 0.0 -0.2 0.0 0.11
H 1.133 2.706 -0.418 0.0 0.0 -0.1 0.09
H -4.032 -4.405 -3.266 0.0 -0.1 -0.1 0.10
H 2.570 3.437 -4.372 0.1 0.0 -0.1 0.10
H -2.137 2.713 7.708 0.0 0.1 0.1 0.10
H -2.327 0.271 8.017 0.0 0.0 0.1 0.10
H 5.992 -0.188 6.116 0.1 0.0 0.2 0.13
H 5.390 0.220 -0.460 0.1 0.1 0.0 0.14
H 7.874 -0.804 3.668 0.1 0.0 0.0 0.13
H 8.469 1.954 0.380 0.1 0.0 -0.1 0.09
H -4.830 4.538 -4.684 0.0 0.1 -0.1 0.10
H -2.716 -4.401 -4.383 -0.1 0.0 0.0 0.11
H -2.648 5.226 -3.752 0.0 0.1 0.1 0.10
H 8.857 1.209 2.583 0.0 0.0 -0.1 0.12
H 0.709 2.091 -5.300 0.0 0.0 -0.1 0.10
H 7.897 0.554 4.791 0.0 -0.1 0.0 0.12
H -6.271 1.469 1.705 -0.1 -0.1 0.0 0.11
H -2.112 -0.264 3.794 0.0 -0.1 0.0 0.08
H -3.000 0.807 -0.531 0.1 0.1 -0.1 0.09
H -5.852 2.406 -3.965 -0.1 0.0 -0.1 0.10
H -0.954 1.082 -3.807 0.0 0.0 0.0 0.12
H -3.957 -3.154 -1.176 -0.1 0.0 0.1 0.12
H -5.272 5.537 2.520 -0.1 0.1 0.0 0.10
H 7.384 2.120 2.932 0.0 0.1 0.0 0.14
H -0.866 4.168 3.665 0.2 -0.1 -0.1 0.14
H -1.536 3.826 -2.059 0.1 0.0 0.0 0.12
H 7.633 -0.344 1.142 -0.1 0.1 0.1 0.16
H 6.795 2.506 0.434 -0.1 0.1 0.0 0.10
```
Positions in Å, forces in eV/Å.

* HOMO energy: -7.32 eV
* relative energy (zero: lowest compared OMol25 entry of this formula, charge and spin): 98.9 kJ/mol
* LUMO level: -0.470 eV
* frontier orbital gap: 6.85 eV

(2)
Entry from OMol25: a structure of composition C19H15Cl3IrNS4Si (the ωB97M-V functional and the def2-TZVPD basis).

Structure (XYZ):
```
44
Properties=species:S:1:pos:R:3:forces:R:3:nbo_charge:R:1
Ir -0.171 0.701 -1.055 0.0 0.0 0.7 0.04
Cl -3.321 1.113 -2.844 0.1 0.0 0.0 -0.40
Cl -1.336 3.729 -2.728 0.0 0.0 0.0 -0.37
Cl -0.581 1.188 -4.666 0.0 0.0 0.1 -0.36
S 1.332 -0.128 0.762 -0.2 0.2 -0.1 -0.06
S -0.744 2.487 0.354 0.3 -0.1 0.0 0.52
S -0.054 -1.215 -2.297 0.2 0.0 0.1 0.56
S 2.007 1.232 -1.594 -0.1 -0.3 -0.2 0.27
Si -1.316 1.672 -2.804 -0.2 0.2 -0.4 1.09
N -1.750 -0.240 -0.111 0.3 -0.1 -0.2 -0.45
C 0.904 0.992 2.049 0.0 0.0 0.0 -0.23
C 2.560 -0.359 -2.143 -0.2 0.0 0.0 -0.10
C 0.034 2.077 1.908 0.0 0.0 0.0 -0.16
C -2.682 -2.295 0.598 0.0 0.0 -0.1 -0.22
C -1.761 -1.585 -0.150 0.0 0.0 0.0 0.24
C -3.507 -0.219 1.469 0.0 0.0 0.0 -0.22
C 1.713 -1.462 -2.347 0.0 0.2 0.0 -0.27
C -2.584 0.445 0.681 -0.1 -0.1 0.1 0.23
C 1.506 0.799 3.297 0.0 0.0 0.0 -0.19
C 0.372 2.720 4.200 0.0 0.0 0.0 -0.20
C -0.699 -2.298 -0.960 0.0 0.0 0.0 -0.58
C -3.562 -1.603 1.414 0.0 0.0 0.0 -0.11
C 4.438 -1.760 -2.710 0.0 0.0 0.0 -0.17
C -2.459 1.935 0.647 0.0 0.0 -0.1 -0.58
C 3.591 -2.842 -2.910 0.0 0.0 0.0 -0.18
C -0.211 2.946 2.967 0.0 0.0 0.0 -0.23
C 1.231 1.639 4.359 0.0 0.0 0.0 -0.17
C 3.929 -0.528 -2.338 0.0 0.0 0.0 -0.22
C 2.223 -2.686 -2.751 0.0 0.0 0.0 -0.19
H 3.993 -3.801 -3.206 0.0 0.0 0.0 0.24
H 0.177 3.391 5.025 0.0 0.0 0.0 0.24
H -1.109 -3.197 -1.416 0.0 0.0 0.0 0.26
H -4.280 -2.142 2.017 0.0 0.0 0.0 0.24
H 1.705 1.461 5.315 0.0 0.0 0.0 0.23
H 2.196 -0.025 3.419 0.0 0.0 0.0 0.23
H -2.826 2.398 1.561 0.0 0.0 0.0 0.26
H 4.590 0.314 -2.182 0.0 0.0 0.0 0.24
H 0.137 -2.570 -0.313 0.0 0.1 0.0 0.28
H 5.504 -1.878 -2.849 0.0 0.0 0.0 0.24
H 1.553 -3.514 -2.949 0.0 0.0 0.0 0.23
H -4.171 0.341 2.111 0.0 0.0 0.0 0.24
H -0.852 3.807 2.815 0.0 0.0 0.0 0.23
H -3.024 2.333 -0.201 0.0 0.0 0.0 0.28
H -2.696 -3.375 0.553 0.0 0.0 0.0 0.24
```
Positions in Å, forces in eV/Å.

* HOMO energy (alpha / beta): -10.95 / -11.04 eV
* <S²>: 0.76
* LUMO level (alpha / beta): -3.133 / -5.285 eV
* multiplicity: 2
* total charge: +1
* frontier orbital gap (alpha / beta): 7.82 / 5.75 eV

(3)
Entry from OMol25: a cluster of 9 separate species, C36H99N9O9 in total (the ωB97M-V functional and the def2-TZVPD basis).

Structure (XYZ):
```
153
Properties=species:S:1:pos:R:3:forces:R:3:lowdin_charge:R:1
O 3.694 2.876 16.620 -0.2 -0.4 0.0 -0.19
O -1.818 -5.243 16.082 0.3 -0.7 -0.1 -0.23
O 1.331 -1.390 15.625 -0.1 0.0 0.3 -0.17
O -6.807 -0.619 16.935 0.1 -0.4 -0.1 -0.18
O 4.496 -4.048 17.001 -0.3 0.1 0.0 -0.22
O 4.751 0.236 12.586 0.4 -0.1 0.4 -0.18
O 1.608 0.546 19.870 0.2 0.6 0.3 -0.21
O -4.380 -1.718 13.029 -0.1 0.4 0.0 -0.20
O 2.509 -8.581 18.947 -0.7 -0.4 0.4 -0.20
N -3.499 -1.005 18.416 0.1 -0.4 -0.4 0.03
N -1.145 0.798 19.610 1.0 0.0 -1.0 0.05
N 0.911 -6.565 19.954 0.2 0.0 0.1 0.06
N 6.424 3.104 16.135 -0.6 -0.9 0.6 0.04
N 5.484 3.822 12.472 -0.3 0.0 0.2 0.03
N -2.237 -2.268 15.979 1.0 -1.3 -1.0 0.06
N -4.787 -5.317 12.169 -0.1 -0.3 -0.1 0.03
N 6.779 -5.020 19.716 -0.5 -0.3 -0.5 0.03
N -4.183 -6.475 18.720 0.5 -0.1 0.8 0.03
C -1.740 -6.200 15.051 -0.6 -0.2 -1.0 -0.11
C -7.377 -0.911 15.674 -0.1 1.0 0.3 -0.11
C 4.198 -0.660 13.524 -0.5 -0.5 -0.9 -0.11
C 6.248 5.442 15.681 -0.4 0.1 1.1 -0.06
C 2.625 -7.337 18.305 0.7 0.3 0.5 -0.21
C -4.684 -5.352 16.639 0.7 0.1 -0.7 -0.05
C 5.310 2.455 11.958 0.9 0.2 0.7 -0.41
C -4.744 -0.293 18.136 0.7 0.2 -0.4 -0.41
C 5.693 -2.872 19.253 -0.7 0.7 -0.6 -0.07
C 5.581 4.274 16.414 0.6 0.3 -0.6 -0.43
C -3.714 -6.280 17.364 0.0 -0.1 -0.9 -0.45
C 5.637 -4.377 19.026 0.7 0.3 0.7 -0.43
C -3.229 -1.224 12.356 -0.5 -0.7 0.1 -0.08
C 1.556 -5.138 18.029 -0.9 0.6 0.0 -0.06
C -6.016 -3.422 11.147 -0.1 -0.2 0.4 -0.06
C -0.215 1.800 19.024 -1.6 -0.1 0.5 -0.43
C 1.332 -6.533 18.563 0.7 -0.7 -0.5 -0.44
C 1.078 1.864 19.812 -0.4 -0.1 -0.9 -0.21
C -5.434 -0.982 16.952 -0.2 0.7 0.4 -0.22
C -0.977 3.129 18.951 0.8 -0.3 -0.2 -0.05
C -1.063 -1.550 15.417 -1.4 0.4 0.1 -0.41
C 4.998 1.518 13.126 -0.7 -0.2 -0.5 -0.21
C 3.675 -9.355 19.002 0.7 0.1 -1.0 -0.11
C 2.349 -1.222 16.597 0.4 0.1 -0.5 -0.10
C 5.624 -4.711 17.532 -0.6 0.0 0.8 -0.20
C -4.749 -3.874 11.894 -0.8 -0.2 -0.8 -0.44
C 2.398 2.435 16.238 0.1 1.0 0.4 -0.08
C 4.206 -4.403 15.679 1.1 0.4 -1.1 -0.12
C 2.971 0.582 20.265 -0.2 0.1 -0.1 -0.10
C -4.515 1.173 17.721 -1.3 0.7 0.1 -0.06
C 0.169 -1.998 16.163 -0.1 0.5 0.3 -0.19
C -4.551 -3.114 13.192 0.2 0.3 -0.1 -0.21
C -1.444 -0.096 15.605 1.2 1.1 -0.3 -0.05
C -2.241 -5.819 17.310 -0.4 1.2 0.7 -0.19
C 4.123 4.042 15.972 1.5 0.2 0.0 -0.21
C 6.601 2.131 11.212 0.2 -0.5 -0.9 -0.06
H 6.627 2.658 10.255 -0.1 0.2 0.1 0.07
H -3.440 -6.870 19.298 -0.2 -0.2 -0.2 0.07
H -0.760 0.562 15.053 0.0 0.0 0.0 0.08
H 3.834 -9.910 18.066 -0.1 0.1 -0.1 0.09
H -0.950 -1.748 14.343 0.3 -0.1 0.1 0.12
H 1.105 -7.498 20.310 -0.2 0.0 0.0 0.07
H -1.506 3.355 19.877 0.3 0.1 0.2 0.08
H -1.577 -6.619 17.657 0.0 -0.2 -0.3 0.11
H 5.019 -4.059 15.018 0.1 0.0 0.1 0.09
H 3.648 -10.117 19.777 -0.3 0.3 0.3 0.09
H 0.856 2.273 20.801 0.4 0.0 0.2 0.14
H -8.431 -0.629 15.709 -0.1 -0.4 0.2 0.09
H -5.899 -2.432 10.708 -0.2 0.0 0.1 0.08
H -6.946 -0.229 14.930 0.2 -0.4 -0.2 0.09
H -5.393 -0.353 19.012 -0.1 0.1 0.0 0.13
H -0.237 3.899 18.714 -0.4 0.3 0.0 0.08
H -2.125 -5.011 18.039 0.0 0.0 0.0 0.13
H 3.106 -0.582 13.549 -0.1 0.4 0.4 0.09
H 7.293 5.451 15.995 0.1 0.0 -0.3 0.08
H 6.576 -2.457 18.760 0.0 0.1 0.0 0.08
H -0.979 -6.970 15.198 0.0 0.0 0.3 0.09
H 1.685 3.093 16.753 -0.3 -0.1 -0.3 0.09
H -4.959 -5.782 11.280 0.4 0.0 0.0 0.07
H 3.335 -3.873 15.296 -0.3 -0.2 0.5 0.08
H 1.655 -5.189 16.944 0.5 0.2 0.0 0.08
H 5.691 -2.548 20.295 0.2 -0.5 0.2 0.07
H 7.399 3.268 16.362 0.0 0.5 -0.1 0.07
H -6.864 -3.456 11.839 0.0 0.4 0.1 0.08
H 3.111 1.189 21.165 -0.1 -0.2 0.2 0.09
H -4.707 -4.359 17.096 -0.1 0.0 0.1 0.07
H 0.726 -4.442 18.188 -0.4 -0.5 0.1 0.07
H 6.179 5.354 14.601 -0.1 0.2 0.0 0.06
H -1.552 -5.726 14.084 0.3 0.4 0.3 0.09
H -3.379 -0.150 12.274 0.1 0.0 0.0 0.10
H -5.687 -5.767 16.560 0.0 -0.1 0.4 0.08
H 4.351 -1.660 13.114 0.4 -0.1 0.3 0.09
H -3.730 -7.238 16.829 -0.3 -0.1 0.3 0.13
H -2.450 0.137 15.258 -0.1 -0.3 -0.1 0.07
H -5.470 -3.162 13.782 0.1 -0.3 0.1 0.12
H -1.733 3.074 18.171 0.1 0.0 -0.1 0.07
H 1.762 2.502 19.241 0.2 0.2 0.3 0.12
H -5.629 -5.580 12.680 0.1 0.4 0.3 0.07
H -3.872 1.790 18.350 0.3 -0.5 0.1 0.05
H -5.474 1.710 17.739 -0.1 -0.2 0.1 0.07
H -3.727 -3.576 13.753 0.0 0.1 0.0 0.11
H 2.091 -0.497 17.373 -0.4 -0.2 0.2 0.07
H -4.347 -5.573 19.164 -0.1 0.0 -0.3 0.08
H 4.720 -4.756 19.482 0.0 -0.2 -0.1 0.12
H -3.146 -1.651 11.353 0.1 0.1 0.0 0.08
H 2.673 -2.164 17.048 -0.2 -0.1 0.1 0.08
H 2.379 -4.620 18.525 0.4 -0.3 -0.3 0.07
H 6.560 -4.371 17.075 0.0 0.0 -0.2 0.13
H 5.581 4.488 17.491 -0.2 0.1 0.0 0.13
H 2.272 2.528 15.156 -0.1 -0.2 0.0 0.09
H 6.159 2.401 16.826 -0.1 -0.3 -0.5 0.07
H 2.880 -7.458 17.244 -0.4 0.0 -0.2 0.13
H 0.603 -7.080 17.957 -0.4 0.3 0.1 0.12
H 4.456 2.453 11.281 0.0 -0.1 -0.1 0.14
H 7.642 -4.786 19.235 0.0 0.0 0.0 0.07
H -2.710 -6.674 14.862 0.0 -0.2 0.3 0.08
H -4.955 -0.568 16.058 0.1 -0.3 -0.3 0.10
H -7.242 -1.962 15.409 -0.1 0.0 -0.2 0.08
H 6.745 1.085 10.929 -0.4 -0.1 0.3 0.07
H -6.301 -4.146 10.381 0.4 0.1 -0.3 0.07
H 6.269 3.777 13.119 0.0 0.1 0.0 0.05
H 4.539 -8.690 19.117 0.1 -0.2 0.3 0.09
H 3.491 -6.794 18.720 -0.1 0.0 0.2 0.11
H 5.753 1.511 13.922 0.3 0.0 -0.3 0.12
H 4.101 3.935 14.883 -0.1 -0.3 0.0 0.09
H 4.617 -0.573 14.526 0.2 0.1 0.0 0.08
H -3.916 -3.705 11.206 0.2 -0.1 0.3 0.13
H -4.220 1.281 16.676 0.5 -0.3 0.1 0.06
H 6.838 -4.605 20.637 0.1 -0.1 0.1 0.06
H -2.760 -0.390 18.752 -0.3 0.1 0.0 0.01
H 3.274 -0.447 20.438 0.2 0.0 0.0 0.08
H 0.241 -3.091 16.144 0.1 -0.1 0.0 0.12
H -3.141 -1.431 17.551 0.0 0.1 0.5 0.01
H -1.954 -3.255 15.958 -0.4 0.0 0.4 0.05
H 3.575 4.967 16.190 -0.4 -0.2 0.4 0.13
H 4.807 -2.379 18.834 0.2 -0.1 -0.2 0.06
H -4.337 -5.215 15.610 0.0 0.1 0.1 0.05
H 4.078 1.866 13.623 -0.1 0.2 -0.1 0.11
H 0.024 1.510 17.996 0.0 -0.3 0.1 0.11
H -5.313 -2.070 16.953 0.0 -0.1 0.2 0.11
H -1.374 0.209 16.651 -0.2 -0.2 0.1 0.06
H -0.548 -0.013 19.759 -0.5 -0.2 0.4 0.07
H 5.478 -5.784 17.383 0.4 -0.1 0.0 0.12
H 7.512 2.427 11.738 -0.2 0.1 0.3 0.08
H 3.205 -0.808 16.066 0.0 0.0 0.0 0.07
H -2.942 -2.240 15.245 -0.3 0.2 0.2 0.06
H 1.498 -5.949 20.510 -0.1 0.1 -0.1 0.07
H 2.229 1.416 16.577 0.2 0.0 -0.1 0.06
H -2.325 -1.451 12.925 0.1 0.1 -0.1 0.06
H -1.505 1.130 20.497 0.1 -0.1 0.1 0.08
H 3.580 1.057 19.487 0.1 -0.2 -0.1 0.09
H 4.683 4.014 13.067 0.0 0.3 -0.2 0.04
H 4.166 -5.481 15.487 -0.4 -0.1 0.4 0.09
H 5.830 6.374 16.071 -0.1 0.1 -0.5 0.08
H 0.027 -1.682 17.204 0.1 -0.1 0.1 0.13
```
Positions in Å, forces in eV/Å.

* HOMO energy: -7.96 eV
* relative energy (zero: lowest compared OMol25 entry of this formula, charge and spin): 113.3 kJ/mol
* LUMO level: 0.490 eV
* SMILES: COC[C@H](C)N.COC[C@H](C)N.COC[C@H](C)N.COC[C@H](C)N.COC[C@H](C)N.COC[C@H](C)N.COC[C@H](C)N.COC[C@H](C)N.COC[C@H](C)N
* frontier orbital gap: 8.45 eV